# 1
The following is a DFT calculation (ωB97M-V/def2-TZVPD) of one molecule with the formula C6H12N2O3.

Each line ends with the Mulliken charge.
Geometry (Å):
C: -1.89817 0.61578 0.11721  0.3383
C: 0.35330 0.96234 -0.10556  1.4870
C: 0.07519 -0.56517 -0.26038  1.0038
C: 1.12147 1.54514 -1.28412  -1.6012
C: 1.02891 1.32401 1.21629  -1.8487
C: 0.97114 -1.50262 0.54419  -1.7876
N: -1.29216 -0.61300 0.23616  0.4071
N: -2.02618 -1.80797 0.09189  -0.8687
O: -3.07919 0.81058 0.19863  -0.6289
O: -0.96269 1.54868 -0.08338  -0.3833
O: 0.11703 -0.90700 -1.62173  -0.5585
H: 1.18840 2.62261 -1.16749  0.4172
H: 0.60758 1.31735 -2.21233  0.3545
H: 2.11837 1.11681 -1.31926  0.3458
H: 1.05761 2.40737 1.29862  0.4709
H: 2.04303 0.93971 1.25060  0.3280
H: 0.45951 0.93511 2.05664  0.4079
H: 0.64314 -2.52528 0.36889  0.4869
H: 0.90751 -1.29687 1.60657  0.3520
H: 1.99862 -1.39924 0.20799  0.3417
H: -2.87048 -1.60533 -0.44411  0.2590
H: -2.32453 -2.12199 1.01501  0.2315
H: -0.23740 -1.80101 -1.71035  0.4456



# 2
The following is a DFT calculation (ωB97M-V/def2-TZVPD) of a 2-piece molecular cluster, C5H10O2 overall in a non-equilibrium geometry.

Each line ends with the Mulliken charge.
Geometry (Å):
C: 2.09173 -0.07315 -0.44609  -1.4015
C: 0.87690 0.19639 0.41021  0.4218
O: 0.15761 1.34052 -0.15733  -0.3710
C: -1.17060 1.07225 -0.18106  -0.4727
C: -1.42542 -0.01219 0.81895  -0.3643
C: -0.21475 -0.90395 0.41441  -0.2696
O: -0.41997 -1.42945 -0.86038  -0.5996
H: 2.65769 0.84729 -0.62712  0.3603
H: 1.75405 -0.50072 -1.39236  0.2970
H: 2.75149 -0.79225 0.04935  0.3731
H: 1.15637 0.47382 1.44028  0.2911
H: -1.65030 0.34885 -1.47337  0.1585
H: -1.77544 1.94697 -0.36328  0.4239
H: -1.27889 0.28795 1.86484  0.3163
H: -2.41267 -0.45211 0.68111  0.2666
H: -0.01669 -1.65928 1.19704  0.3870
H: -1.08111 -0.69094 -1.37522  0.1833



# 3
The following is a DFT calculation (ωB97M-V/def2-TZVPD) of C24H14Cl7N3O2Y as an isolated structure.

Summary:
charge	-1

Each line ends with the Mulliken charge.
Geometry (Å):
Y: 0.58274 1.35046 -1.06152  0.6912
C: 2.21452 -0.79887 2.67199  -0.3622
C: 2.12416 -1.63170 1.56404  -0.3496
C: 2.69526 -1.25265 0.35794  -0.1308
C: 3.38041 -0.04580 0.26814  -0.9235
C: 3.48065 0.78181 1.37857  -0.0533
C: 2.89059 0.40842 2.57895  -0.5051
H: 1.73996 -1.08135 3.60344  0.3473
H: 1.59583 -2.57474 1.63878  0.4580
H: 2.59794 -1.87700 -0.52120  0.3585
H: 3.81429 0.25151 -0.67818  0.3964
H: 3.99352 1.73164 1.29805  0.4655
H: 2.93675 1.07166 3.43350  0.4099
O: -0.62179 2.57790 -1.82625  -0.8931
N: -3.59790 3.29616 -1.32525  -0.2467
N: -3.74850 2.24248 -1.09420  0.2517
O: -0.68727 -0.24430 0.74080  -0.1209
C: -2.65172 -1.98810 0.47742  0.0961
C: -1.79034 -2.87210 1.09114  -0.4356
C: -2.30328 -4.10451 1.46470  -0.4568
C: -3.63269 -4.41754 1.20512  -0.4894
C: -4.46526 -3.50242 0.57599  -0.4480
C: -3.97685 -2.25810 0.20124  -0.4103
H: -0.76465 -2.57811 1.26969  0.4519
H: -1.66161 -4.82444 1.95483  0.4077
H: -4.02275 -5.38372 1.49687  0.3651
H: -5.49899 -3.75242 0.37887  0.3950
H: -4.60441 -1.52091 -0.28312  0.4742
Cl: -0.74774 2.19151 2.79489  -0.2349
C: 0.46125 3.27409 2.12783  1.0377
C: 1.04738 2.94491 0.91853  -1.1991
C: 1.99283 3.85882 0.48701  1.1744
Cl: 2.80702 3.49952 -1.04173  -0.2517
C: 2.36148 5.01652 1.15793  -0.6717
Cl: 3.56582 6.08885 0.53248  -0.2129
C: 1.73706 5.29812 2.37045  0.6971
Cl: 2.15708 6.72337 3.25295  -0.2208
C: 0.77726 4.41672 2.86265  -0.4624
Cl: 0.00948 4.76167 4.37564  -0.2119
Cl: -1.97956 -0.45008 -0.06284  0.3774
C: -1.04292 -0.63326 -1.86748  -0.0468
C: -1.62499 -1.61130 -2.56721  0.5227
C: -1.33891 -2.10189 -3.89680  -1.1547
C: -0.42859 -1.67894 -4.82468  -0.1761
C: 0.64227 -0.78035 -4.75623  -0.0988
Cl: 1.40040 -0.26515 -6.25842  -0.2853
C: 1.30385 -0.37233 -3.61885  0.5925
N: 1.92892 -0.06424 -2.67946  -0.6009
H: -2.47838 -2.12492 -2.12599  0.1493
H: -2.01392 -2.87997 -4.22870  0.2563
H: -0.55568 -2.11494 -5.81233  0.2772



# 4
The following is a DFT calculation (ωB97M-V/def2-TZVPD) of an isolated ion of composition C4H7ClN3 and charge +1 in a non-equilibrium geometry.

Summary:
charge	+1

Each line ends with the Mulliken charge.
Geometry (Å):
C: 0.86687 -1.57703 0.37024  -0.1339
C: -0.62470 -1.64952 0.30001  -0.0007
C: 1.50526 -0.50230 -0.03596  0.2498
C: -1.05107 0.29989 -1.02747  -0.4494
N: -1.43216 -0.90421 -0.25292  -0.4150
N: 0.17860 1.01709 -0.56929  -0.5395
N: -0.02431 1.72818 0.63933  -0.1724
Cl: 2.95032 0.19899 -0.34900  -0.0363
H: 1.41252 -2.52998 0.48586  0.3754
H: -0.96813 -2.72505 0.62752  0.2946
H: -0.89159 -0.10353 -2.11549  0.3273
H: -2.01106 0.73340 -0.93060  0.3784
H: -0.29614 2.81518 0.45587  0.4091
H: 0.89149 2.00083 1.07099  0.3467
H: -0.50590 1.19808 1.33092  0.3660



# 5
The following is a DFT calculation (ωB97M-V/def2-TZVPD) of one molecule with the formula C4H3ClFNO in a non-equilibrium geometry.

Each line ends with the Mulliken charge.
Geometry (Å):
C: 0.48457 1.04822 -0.09871  -0.5749
C: -0.87662 1.03654 -0.07206  0.3896
C: -1.34148 -0.32954 -0.10986  0.1999
C: -0.20610 -1.09034 -0.06826  -0.4937
H: 2.47679 -0.62905 0.80822  0.3420
H: 1.16602 1.85774 -0.18363  0.4193
H: -0.12262 -2.19002 -0.02050  0.3703
N: 0.88905 -0.26326 -0.11209  0.2879
O: 2.17793 -0.68502 -0.09303  -0.4457
F: -1.69025 2.10003 -0.00714  -0.2898
Cl: -2.95726 -0.85530 -0.04297  -0.2049



E_HOMO values (in eV) by entry order: -9.8 -9.4 -4.2 -13.7 -8.9.